Entry from the Open Molecules 2025 dataset: a molecular structure, C4H12AlN6O6 at a distorted geometry (ωB97M-V with the def2-TZVPD basis set).

The LUMO energy (alpha / beta) comes out at 0.2 / -0.3 eV. The value obtained for the HOMO energy (alpha / beta) is -8.768 / -8.619 eV. The energy above the lowest of the compared OMol25 structures with the same formula, charge and spin comes out at 18.7 kcal/mol. Its spin multiplicity is 2.

CARTESIAN COORDINATES (ANGSTROEM)
Al  -5.475  -22.150  2.416
C  -5.846  -18.947  0.482
O  -4.709  -18.608  0.097
O  -6.050  -19.315  1.671
O  -6.417  -19.738  -0.315
C  -5.740  -23.546  6.048
O  -6.219  -22.975  5.061
N  -4.640  -23.117  6.614
N  -6.165  -24.701  6.513
H  -4.067  -22.431  6.143
H  -4.312  -23.828  7.252
H  -5.669  -25.260  7.192
H  -6.828  -25.026  5.823
C  -4.936  -19.411  5.175
O  -4.800  -20.570  4.803
N  -4.627  -18.995  6.409
N  -5.440  -18.462  4.366
H  -4.626  -19.659  7.170
H  -4.555  -17.988  6.455
H  -5.559  -17.555  4.795
H  -5.702  -18.743  3.432
C  -2.240  -19.708  2.378
O  -3.063  -20.532  2.533
N  -1.233  -19.386  3.109
N  -2.310  -18.737  1.498
H  -0.447  -18.831  2.802
H  -1.241  -19.867  3.998
H  -3.063  -18.723  0.825
H  -1.466  -18.183  1.474

Here are the Mulliken charges for atoms 1 to 4, given in e:
1. Al 0.8986
2. C 0.7587
3. O -0.7456
4. O -0.7398